No. 1
{"formula": "C15H19Cl3GeNO4PtSSi", "method": "ωB97M-V/def2-TZVPD", "charge": -2, "multiplicity": 2, "lumo_energy_ha": [0.1643, 0.1642], "gap_ev": [5.61, 5.97], "species": ["Pt", "C", "O", "C", "C", "H", "H", "H", "H", "H", "H", "Cl", "Ge", "Cl", "Cl", "C", "Si", "C", "C", "C", "C", "H", "H", "H", "H", "H", "H", "H", "H", "H", "O", "S", "O", "N", "C", "O", "C", "C", "C", "C", "C", "C", "H", "H", "H", "H"], "positions_angstrom": [[0.11, -0.10, 0.42], [-1.91, -0.72, 2.97], [-0.75, 0.02, 3.34], [0.27, 0.00, 2.51], [1.40, 0.78, 3.08], [-2.76, -0.04, 2.94], [-2.09, -1.49, 3.72], [-1.78, -1.19, 2.00], [1.36, 0.77, 4.18], [1.32, 1.82, 2.74], [2.34, 0.38, 2.72], [-1.50, 3.95, 1.60], [-0.29, 2.71, 0.06], [1.69, 3.92, 0.29], [-1.08, 3.84, -1.80], [5.70, 1.13, -1.37], [5.09, -0.13, -0.10], [5.70, 0.44, 1.60], [5.93, -1.79, -0.48], [3.29, -0.28, -0.09], [2.06, -0.30, 0.02], [6.79, 1.22, -1.36], [5.27, 2.11, -1.16], [5.40, 0.84, -2.38], [6.79, 0.51, 1.65], [5.37, -0.24, 2.39], [5.29, 1.43, 1.83], [7.02, -1.71, -0.47], [5.63, -2.15, -1.46], [5.64, -2.55, 0.25], [-5.05, -2.64, 1.67], [-4.73, -2.21, 0.33], [-5.19, -3.09, -0.72], [-3.16, -1.82, 0.17], [-3.02, -0.53, -0.11], [-1.94, 0.07, -0.30], [-4.28, 0.24, -0.16], [-4.42, 1.61, -0.34], [-5.70, 2.14, -0.31], [-6.82, 1.33, -0.12], [-6.66, -0.04, 0.08], [-5.39, -0.56, 0.06], [-3.55, 2.23, -0.50], [-5.84, 3.21, -0.43], [-7.81, 1.76, -0.12], [-7.53, -0.67, 0.26]], "lowdin_spin": [0.558, 0.008, 0.032, 0.132, 0.015, 0.000, 0.001, 0.001, 0.000, 0.001, 0.003, 0.014, 0.023, 0.001, -0.003, 0.000, 0.004, 0.002, 0.000, 0.032, 0.100, 0.000, 0.000, 0.000, 0.000, 0.000, 0.000, 0.000, 0.000, 0.000, 0.002, 0.002, 0.002, 0.014, 0.014, 0.037, 0.000, 0.001, 0.000, 0.002, 0.000, 0.001, 0.000, 0.000, 0.000, 0.000]}


No. 2
{"formula": "C15H19ClFNO2", "method": "ωB97M-V/def2-TZVPD", "smiles": "CCOC(=O)[C@@H]1CCCN(Cc2c(F)cccc2Cl)C1", "lumo_energy_ha": 0.0299, "gap_ev": 9.21, "species": ["C", "C", "O", "C", "O", "C", "C", "C", "C", "N", "C", "C", "C", "F", "C", "C", "C", "C", "Cl", "C", "H", "H", "H", "H", "H", "H", "H", "H", "H", "H", "H", "H", "H", "H", "H", "H", "H", "H", "H"], "positions_angstrom": [[1.29, 5.12, 0.90], [1.21, 4.32, 2.19], [0.99, 2.93, 1.93], [-0.28, 2.55, 1.73], [-1.22, 3.30, 1.78], [-0.37, 1.09, 1.39], [0.41, 0.20, 2.36], [0.36, -1.25, 1.89], [0.86, -1.36, 0.45], [0.15, -0.50, -0.47], [-1.18, -0.97, -0.84], [-1.04, -2.15, -1.77], [-0.57, -1.95, -3.07], [-0.30, -0.70, -3.46], [-0.38, -2.98, -3.97], [-0.68, -4.27, -3.57], [-1.15, -4.52, -2.30], [-1.32, -3.47, -1.41], [-1.92, -3.83, 0.17], [0.19, 0.88, -0.04], [2.05, 4.71, 0.25], [0.33, 5.08, 0.39], [1.52, 6.16, 1.13], [2.16, 4.36, 2.74], [0.40, 4.70, 2.83], [-1.43, 0.81, 1.40], [0.00, 0.29, 3.37], [1.45, 0.54, 2.39], [0.98, -1.88, 2.54], [-0.66, -1.62, 1.96], [0.78, -2.39, 0.09], [1.91, -1.07, 0.41], [-1.80, -1.25, 0.02], [-1.68, -0.17, -1.38], [-0.02, -2.76, -4.96], [-0.54, -5.09, -4.26], [-1.38, -5.52, -1.98], [-0.35, 1.49, -0.76], [1.24, 1.19, -0.04]], "mulliken_charge": [-1.121, -0.301, -0.324, -0.237, -0.619, 1.327, -0.911, -0.597, -0.866, 0.195, -0.803, -0.438, 0.353, -0.297, -0.720, -0.314, -0.745, 0.785, -0.200, -1.486, 0.288, 0.307, 0.401, 0.323, 0.334, 0.234, 0.396, 0.341, 0.443, 0.267, 0.439, 0.394, 0.603, 0.486, 0.441, 0.370, 0.433, 0.409, 0.412]}